# C20H39N4O4V

C20H39N4O4V as an isolated structure (ωB97M-V with the def2-TZVPD basis set, the Open Molecules 2025 dataset).

LUMO level (alpha / beta)	-6.8 / -6.2	eV

Geometry as ORCA input:
```
! RIJCOSX wB97M-V def2-TZVPD def2/J DEFGRID3
* xyz 2 3
V 0.1222 -0.3476 0.0018
C 2.1529 2.6567 1.2327
C 2.5394 1.7380 0.0733
C 2.1363 2.3229 -1.3225
C 0.7304 2.8621 -1.7112
C 0.1522 3.9410 -0.8098
C 0.8074 3.3698 -3.1506
N -0.1832 1.6480 -1.7006
C -1.6636 1.6932 -1.7137
C -2.2325 0.2638 -1.6095
N -1.9557 -0.4507 -0.3374
C -2.5981 0.2607 0.7713
C -1.6100 1.3478 1.2249
O -1.9230 2.4554 1.5613
O -0.3963 0.8962 1.1502
C -2.3224 -1.9005 -0.4320
C -3.6866 -2.2470 0.1678
C -1.1902 -2.8711 0.0140
C -0.4740 -2.8598 1.3966
C -1.4321 -2.9971 2.5825
C 0.4571 -4.0799 1.3841
N 0.2840 -1.5755 1.5540
C 1.7227 -1.5892 1.8663
C 2.3043 -0.1763 1.6717
N 2.1456 0.3021 0.2780
C 2.8695 -0.5935 -0.6293
C 1.7774 -1.5246 -1.1817
O 1.8437 -2.7257 -1.1474
O 0.7557 -0.8476 -1.5873
H 2.3351 3.6856 0.9393
H 2.7781 2.4649 2.0998
H 1.1123 2.5650 1.5309
H 3.6414 1.7354 0.0413
H 2.4087 1.5938 -2.0937
H 2.8117 3.1686 -1.4688
H 0.8993 4.7079 -0.6302
H -0.1817 3.5618 0.1510
H -0.6886 4.4303 -1.2960
H 1.4290 4.2601 -3.1966
H -0.1742 3.6524 -3.5224
H 1.2361 2.6327 -3.8273
H 0.0766 1.2095 -0.7985
H 0.1286 1.0186 -2.4550
H -2.0057 2.1251 -2.6586
H -2.0117 2.3337 -0.8992
H -1.8167 -0.3336 -2.4318
H -3.3193 0.3321 -1.7596
H -2.7470 -0.4064 1.6222
H -3.5629 0.7077 0.5122
H -2.4160 -2.1145 -1.5036
H -3.7041 -2.2709 1.2509
H -3.9714 -3.2375 -0.1777
H -4.4505 -1.5544 -0.1759
H -0.4037 -2.8422 -0.7471
H -1.6344 -3.8652 -0.0753
H -2.0862 -3.8525 2.4400
H -2.0507 -2.1128 2.7317
H -0.8710 -3.1703 3.4990
H -0.1426 -4.9840 1.3314
H 1.0493 -4.1403 2.2930
H 1.1144 -4.0789 0.5175
H -0.1607 -1.0694 2.3229
H 2.2247 -2.3166 1.2253
H 1.8962 -1.8812 2.9102
H 3.3658 -0.1854 1.9534
H 1.7726 0.5084 2.3376
H 3.6435 -1.1792 -0.1272
H 3.3425 -0.0697 -1.4622
*
```

Atomic partial charges in e from the natural (NBO) method, atoms 1 to 5: atom 1 (V): 1.52, atom 2 (C): -0.64, atom 3 (C): -0.04, atom 4 (C): -0.44, atom 5 (C): 0.16

# C9H13N3P

An isolated ion of composition C9H13N3P and charge +1 (ωB97M-V with the def2-TZVPD basis set, the Open Molecules 2025 dataset).

LUMO level	-3.9	eV

Geometry as ORCA input:
```
! RIJCOSX wB97M-V def2-TZVPD def2/J DEFGRID3
* xyz 1 1
C -4.4788 -0.0886 0.0613
C -3.9404 0.1293 1.2905
C -3.7936 -0.4020 -1.0127
C -2.5797 0.0949 1.4065
C -2.3835 -0.3927 -0.9590
C -1.7285 -0.0200 0.2316
C -0.3378 -0.1882 0.3029
C 2.1588 1.9762 -0.6324
C 2.8066 -1.8063 0.8318
N 0.5042 0.1413 1.2802
N 0.5191 -0.5976 -0.7702
N 2.7655 0.6408 -0.3624
P 1.7658 -0.4024 0.3585
H -5.4993 0.0470 -0.0184
H -4.6087 0.4469 2.1270
H -4.1460 -0.7708 -1.9568
H -2.1273 0.1475 2.4298
H -1.9075 -0.6217 -1.8919
H 1.7726 1.9650 -1.5853
H 1.1570 2.0459 -0.0570
H 2.9886 2.7332 -0.4568
H 2.2974 -2.5830 1.5337
H 3.7048 -1.3566 1.4876
H 3.0894 -2.4108 0.0544
H 0.3070 -1.3735 -1.4827
H 3.6907 0.5716 -0.1674
*
```

Atomic partial charges in e from the natural (NBO) method, atoms 1 to 5: atom 1 (C): -0.13, atom 2 (C): -0.22, atom 3 (C): -0.22, atom 4 (C): -0.10, atom 5 (C): -0.10

# C4H12N3

An isolated ion of composition C4H12N3 and charge +1 (ωB97M-V with the def2-TZVPD basis set, the Open Molecules 2025 dataset).

LUMO level	-4.2	eV
SMILES	N/C=[NH+]\CCCN

Geometry as ORCA input:
```
! RIJCOSX wB97M-V def2-TZVPD def2/J DEFGRID3
* xyz 1 1
C 2.0095 0.1103 1.0204
C 1.4855 0.1664 -0.4348
C 0.2074 -0.7002 -0.7643
N -2.9008 -0.8290 -1.0301
C -2.0987 0.2179 -0.7364
N -0.9627 -0.0165 -0.1552
N 1.0341 1.0105 1.7765
H 3.0908 0.4865 1.1143
H 1.9926 -0.9207 1.3959
H 2.1242 0.0046 -1.3056
H 1.1851 1.2882 -0.5132
H 0.0921 -1.6519 -0.2634
H 0.0602 -0.8057 -1.8799
H -3.8333 -0.7553 -1.5322
H -2.6279 -1.7124 -0.7657
H -2.5752 1.1652 -0.9068
H 0.8566 0.4752 2.5061
H -0.5758 0.5434 0.6518
H 1.4360 1.9233 1.8224
*
```

Atomic partial charges in e from the natural (NBO) method, atoms 1 to 5: atom 1 (C): -0.24, atom 2 (C): -0.43, atom 3 (C): -0.22, atom 4 (N): -0.68, atom 5 (C): 0.45

no.,E_tot (eV)
1,-61197.8553
2,-23295.5316
3,-8804.9916